Entry 1:
Below is a single C5H8N2S molecule in a non-equilibrium geometry, with properties calculated with ωB97M-V/def2-TZVPD.

Structure (XYZ):
```
16
C5H8N2S ωB97M-V/def2-TZVPD
S -3.363 -0.827 -0.012
C -2.652 0.655 -0.019
N -1.346 1.001 0.003
C -0.189 0.188 0.065
C -0.058 -1.136 -0.006
C 1.424 -1.395 0.115
N 2.120 -0.126 -0.177
C 1.136 0.874 0.154
H -3.312 1.574 -0.033
H -1.146 1.973 -0.111
H -0.849 -1.883 -0.111
H 1.641 -1.666 1.170
H 1.850 -2.211 -0.483
H 2.300 -0.068 -1.178
H 1.150 1.733 -0.546
H 1.294 1.314 1.170
```

Computed properties:
* E_LUMO: 0.550 eV
* SMILES: S=CNC1=CCNC1
* net charge: 0
* orbital gap: 9.03 eV
* 2S+1: 1

Here are the Mulliken charges for atoms 1 to 2, given in e:
1 S -0.33
2 C -0.11

Entry 2:
Below is a single C5H8N2S molecule in a non-equilibrium geometry, with properties calculated with ωB97M-V/def2-TZVPD.

Structure (XYZ):
```
16
C5H8N2S ωB97M-V/def2-TZVPD
C 0.833 0.906 1.394
C 0.249 0.213 0.150
C 0.457 1.092 -1.032
N -0.613 1.608 -1.568
S -2.070 0.921 -1.025
C -1.271 -0.365 0.045
C -0.661 -1.615 -0.537
N 0.676 -1.184 0.088
H 0.496 0.293 2.237
H 1.933 1.009 1.294
H 0.394 1.988 1.449
H 1.382 1.425 -1.399
H -1.717 -0.413 1.082
H -0.732 -1.822 -1.553
H -0.836 -2.648 -0.056
H 1.480 -1.410 -0.570
```

Computed properties:
* E_LUMO: 0.881 eV
* SMILES: C[C@]12C=NS[C@H]1CN2
* net charge: 0
* orbital gap: 9.39 eV
* 2S+1: 1

Here are the Mulliken charges for atoms 1 to 2, given in e:
1 C -1.35
2 C 0.81

Entry 3:
Below is a single C5H8N2S molecule in a non-equilibrium geometry, with properties calculated with ωB97M-V/def2-TZVPD.

Structure (XYZ):
```
16
C5H8N2S ωB97M-V/def2-TZVPD
H 0.473 -0.971 -2.706
N 0.127 -0.046 -2.442
C -0.122 0.046 -1.182
S -0.666 1.595 -0.484
C -0.248 1.055 1.228
C -0.454 -0.441 1.176
C 0.714 -1.262 1.760
C 1.185 -1.590 0.266
N -0.078 -0.951 -0.181
H 0.795 1.319 1.426
H -0.916 1.563 1.947
H -1.463 -0.824 1.407
H 0.198 -2.103 2.290
H 1.479 -0.722 2.359
H 2.021 -0.997 -0.128
H 1.274 -2.658 0.012
```

Computed properties:
* E_LUMO: 0.799 eV
* SMILES: [H]/N=C1/SC[C@@H]2CCN12
* net charge: 0
* orbital gap: 9.65 eV
* 2S+1: 1

Here are the Mulliken charges for atoms 1 to 2, given in e:
1 H 0.24
2 N -0.70

Entry 4:
Below is a single C5H8N2S molecule in a non-equilibrium geometry, with properties calculated with ωB97M-V/def2-TZVPD.

Structure (XYZ):
```
16
C5H8N2S ωB97M-V/def2-TZVPD
C -2.047 -0.708 -0.604
C -0.841 0.162 -0.324
N -0.855 0.978 0.877
C 0.103 -0.119 0.788
C 1.589 0.089 0.634
S 2.377 -1.376 -0.084
C 1.923 1.281 -0.146
N 2.100 2.262 -0.738
H -2.379 -1.300 0.305
H -1.813 -1.401 -1.423
H -2.911 -0.075 -0.920
H -0.336 0.604 -1.211
H -0.372 1.893 0.781
H -0.080 -0.918 1.522
H 2.073 0.180 1.607
H 1.470 -1.555 -1.064
```

Computed properties:
* E_LUMO: 0.639 eV
* SMILES: C[C@H]1N[C@@H]1[C@@H](S)C#N
* net charge: 0
* orbital gap: 10.47 eV
* 2S+1: 1

Here are the Mulliken charges for atoms 1 to 2, given in e:
1 C -1.24
2 C 0.38

Entry 5:
Below is a gas-phase ion, C5H8N3 (charge +1) in a non-equilibrium geometry, with properties calculated with ωB97M-V/def2-TZVPD.

Structure (XYZ):
```
16
C5H8N3 ωB97M-V/def2-TZVPD
C -0.809 1.465 -2.088
C -0.317 0.668 -0.973
N -0.735 0.983 0.207
C -0.579 0.078 1.328
C 0.041 -1.276 1.004
C 1.499 -1.419 1.125
N 0.882 -1.080 -0.139
N 0.854 -0.081 -1.026
H -0.097 1.982 -2.696
H -1.499 2.349 -1.753
H -1.338 0.778 -2.685
H -1.507 0.060 1.868
H -0.030 0.743 2.127
H -0.667 -2.127 0.826
H 2.189 -0.736 1.712
H 2.111 -2.388 1.164
```

Computed properties:
* E_LUMO: -7.263 eV
* SMILES: CC1=NC[C@@H]2C[N+]2=N1
* net charge: +1
* orbital gap: 7.71 eV
* 2S+1: 1

Here are the Mulliken charges for atoms 1 to 2, given in e:
1 C -0.97
2 C 0.59

Entry 6:
Below is a gas-phase ion, C5H8N3 (charge +1) in a non-equilibrium geometry, with properties calculated with ωB97M-V/def2-TZVPD.

Structure (XYZ):
```
16
C5H8N3 ωB97M-V/def2-TZVPD
C -1.212 0.611 1.914
N -0.502 1.017 0.918
C 0.922 0.691 0.624
C 1.101 -0.454 -0.474
C 0.269 -0.228 -1.683
C -0.663 -1.210 -1.733
N -0.401 -2.007 -0.666
N 0.497 -1.653 0.096
H -2.317 0.918 1.965
H -0.858 0.170 2.852
H -0.976 1.660 0.198
H 1.402 0.231 1.473
H 1.319 1.627 0.138
H 2.200 -0.452 -0.688
H 0.383 0.580 -2.319
H -1.164 -1.499 -2.615
```

Computed properties:
* E_LUMO: -5.420 eV
* SMILES: C=[NH+]C[C@@H]1C=CN=N1
* net charge: +1
* orbital gap: 7.81 eV
* 2S+1: 1

Here are the Mulliken charges for atoms 1 to 2, given in e:
1 C -0.08
2 N -0.01

Entry 7:
Below is a molecular structure, C5H8N3O in a non-equilibrium geometry, with properties calculated with ωB97M-V/def2-TZVPD.

Structure (XYZ):
```
17
C5H8N3O ωB97M-V/def2-TZVPD
C 2.667 0.827 0.075
C 1.360 1.225 -0.001
C 2.623 -0.591 0.255
C 0.502 0.110 0.097
C -0.838 0.001 0.031
N 1.359 -1.021 0.140
N -1.445 -1.777 -0.209
N -1.723 0.919 0.178
O -3.116 0.775 0.391
H 3.330 1.598 0.018
H 1.029 2.322 -0.060
H 3.512 -1.334 0.395
H 0.722 -1.823 0.144
H -1.980 -1.869 0.648
H -2.087 -1.646 -0.977
H -1.417 1.885 0.284
H -3.640 0.936 -0.364
```

Computed properties:
* E_LUMO: -4.608 eV
* net charge: +1
* orbital gap: 8.72 eV
* 2S+1: 1

Here are the Mulliken charges for atoms 1 to 2, given in e:
1 C -0.53
2 C -0.39

Entry 8:
Below is a gas-phase ion, C5H8N3O (charge +1) in a non-equilibrium geometry, with properties calculated with ωB97M-V/def2-TZVPD.

Structure (XYZ):
```
17
C5H8N3O ωB97M-V/def2-TZVPD
H -0.100 -1.486 2.741
N -0.215 -1.163 1.820
C -0.949 -0.109 1.751
C -1.000 0.870 0.544
C -2.184 0.312 -0.379
O -1.953 -0.204 -1.396
N 0.157 1.194 -0.280
N 0.892 0.431 -0.834
C 1.447 -0.873 -0.787
C 2.090 0.304 -1.533
H -1.619 0.274 2.512
H -1.285 1.766 1.020
H -3.094 0.506 -0.009
H 0.859 -1.530 -1.355
H 1.955 -1.129 0.118
H 2.971 0.775 -1.378
H 2.027 0.062 -2.555
```

Computed properties:
* E_LUMO: -5.448 eV
* SMILES: [H]/N=C/[C@H](C=O)N=[N+]1CC1
* net charge: +1
* orbital gap: 8.95 eV
* 2S+1: 1

Here are the Mulliken charges for atoms 1 to 2, given in e:
1 H 0.27
2 N -0.47

Entry 9:
Below is a single C5H8N4 molecule in a non-equilibrium geometry, with properties calculated with ωB97M-V/def2-TZVPD.

Structure (XYZ):
```
17
C5H8N4 ωB97M-V/def2-TZVPD
C 1.809 -1.502 -0.105
C 0.581 -0.748 -0.512
C -0.673 -1.586 -0.646
N -1.266 -2.577 -0.571
C 0.581 0.599 -0.580
C -0.421 1.334 0.200
N 0.259 2.082 1.151
N -1.702 1.302 0.259
N -2.452 0.640 -0.637
H 1.919 -2.461 -0.609
H 2.706 -0.903 -0.272
H 1.717 -1.701 0.966
H 1.534 1.120 -0.649
H 1.128 1.699 1.490
H -0.347 2.501 1.841
H -1.990 -0.289 -1.063
H -3.382 0.489 -0.262
```

Computed properties:
* E_LUMO (spin up / spin down): -0.220 / -0.220 eV
* SMILES: C/C(C#N)=C/C(N)=N\N
* net charge: 0
* orbital gap (spin up / spin down): 7.44 / 7.44 eV
* 2S+1: 1

Here are the Mulliken charges for atoms 1 to 2, given in e:
1 C -1.34
2 C 1.00

Entry 10:
Below is a single C5H8N4 molecule in a non-equilibrium geometry, with properties calculated with ωB97M-V/def2-TZVPD.

Structure (XYZ):
```
17
C5H8N4 ωB97M-V/def2-TZVPD
C 1.485 0.580 -0.961
C 0.113 0.830 -0.363
C -0.900 0.969 -1.370
C -0.264 -0.316 0.544
C -0.018 -0.484 2.018
N -0.147 -1.651 2.605
N -0.668 -2.663 1.910
N -1.318 -2.400 0.765
N -1.038 -1.317 0.073
H 2.103 0.601 -0.042
H 1.796 1.474 -1.553
H 1.619 -0.449 -1.485
H 0.206 1.719 0.345
H -0.547 1.704 -2.092
H -1.985 1.076 -1.116
H -0.746 -0.035 -1.909
H 0.308 0.363 2.631
```

Computed properties:
* E_LUMO: -0.412 eV
* SMILES: CC(C)c1cnnnn1
* net charge: 0
* orbital gap: 9.20 eV
* 2S+1: 1

Here are the Mulliken charges for atoms 1 to 2, given in e:
1 C -1.19
2 C 0.45

Entry 11:
Below is a single C5H8N4 molecule in a non-equilibrium geometry, with properties calculated with ωB97M-V/def2-TZVPD.

Structure (XYZ):
```
17
C5H8N4 ωB97M-V/def2-TZVPD
N -0.971 1.335 -1.984
N -0.474 0.229 -1.276
C -1.234 -1.016 -1.113
N -1.089 -1.566 0.080
C -0.290 -0.464 0.989
N 0.632 -0.798 1.787
C 1.681 0.084 1.653
C 1.532 0.648 0.336
C 0.017 0.734 0.091
H -1.925 1.949 -1.589
H -0.837 1.241 -2.931
H -1.962 -1.254 -1.891
H 1.742 0.801 2.628
H 2.656 -0.438 1.806
H 1.876 0.003 -0.447
H 2.062 1.601 0.435
H -0.538 1.785 -0.005
```

Computed properties:
* E_LUMO: 0.407 eV
* SMILES: NN1C=NC2=NCC[C@H]21
* net charge: 0
* orbital gap: 9.15 eV
* 2S+1: 1

Here are the Mulliken charges for atoms 1 to 2, given in e:
1 N -0.66
2 N 0.02

Entry 12:
Below is a molecular structure, C5H8N4 in a non-equilibrium geometry, with properties calculated with ωB97M-V/def2-TZVPD.

Structure (XYZ):
```
17
C5H8N4 ωB97M-V/def2-TZVPD
C -2.245 -0.376 -0.069
C 1.187 -0.086 0.703
C 0.527 2.097 -0.060
C -0.544 0.106 -0.923
C 0.049 -2.077 0.148
N -3.030 -0.696 0.677
N 0.245 -0.593 0.019
N 1.373 1.307 0.676
N -0.381 1.552 -0.855
H 1.901 -0.622 1.294
H 0.702 3.259 0.070
H -0.641 -0.200 -1.980
H 0.801 -2.643 -0.260
H -0.084 -2.271 1.249
H -0.881 -2.469 -0.414
H 2.264 1.707 0.966
H -1.242 2.006 -1.243
```

Computed properties:
* E_LUMO: -10.842 eV
* net charge: +2
* orbital gap: 9.08 eV
* 2S+1: 1

Here are the Mulliken charges for atoms 1 to 2, given in e:
1 C 0.16
2 C 0.04

Result set for energy relative to the best compared isomer or geometry (same formula, charge and spin): 29.1 58.8 34.6 39.9 133.2 87.7 104.0 133.5 61.1 75.9 106.5 50.2 kcal per mole, one per record in the order listed.
Result set for total energy: -702.98362 -702.93639 -702.97496 -702.96648 -359.14249 -359.21510 -434.43033 -434.38335 -414.23485 -414.21121 -414.16245 -413.53834 a.u., one per record in the order listed.
Result set for molar mass: 128.2 128.2 128.2 128.2 110.1 110.1 126.1 126.1 124.1 124.1 124.1 124.1 g/mol, one per record in the order listed.